DFT (wB97M-V/def2-TZVPD) results for a structure of composition C54H45AsCl2IrNOP2.

Computed properties:
**Energy**: -167555.8908 eV
**Multiplicity**: 1
**Frontier orbital gap**: 6.31 eV
**Net charge**: +2

Each line ends with the Mulliken charge.
Positions of all 107 atoms, in Å:
Ir 0.8613 0.3436 -0.3909  1.789
C 2.6306 -2.5804 -1.4420  -0.904
C 1.9833 -1.7759 -2.5732  -1.493
P 0.3593 -1.0139 -2.1542  2.214
C -0.8386 -2.3752 -2.2382  0.850
C -1.8068 -2.4278 -3.2394  -0.644
C -2.6081 -3.5529 -3.3763  -0.985
C -2.4451 -4.6401 -2.5306  -0.828
C -1.4889 -4.5911 -1.5269  -0.986
C -0.7025 -3.4616 -1.3838  0.381
C -0.0552 -0.0062 -3.5979  0.236
C -1.1905 0.8008 -3.5369  0.005
C -1.5880 1.5444 -4.6354  -0.852
C -0.8529 1.4851 -5.8118  -0.818
C 0.2724 0.6768 -5.8826  -0.880
C 0.6695 -0.0700 -4.7834  -1.138
C 2.9128 -1.8727 -0.0862  -1.154
P 1.4683 -1.5074 0.9627  2.959
C 2.0251 -0.5402 2.4027  0.629
C 0.9702 -0.0156 3.1647  0.323
C 1.1922 0.6998 4.3166  -0.744
C 2.5002 0.9343 4.7498  -0.959
C 3.5509 0.4288 4.0182  -0.904
C 3.3112 -0.3214 2.8627  -1.220
C 0.8844 -3.0421 1.7388  1.120
C 0.1371 -2.9817 2.9215  -0.738
C -0.2707 -4.1416 3.5598  -0.972
C 0.0548 -5.3816 3.0362  -0.801
C 0.7947 -5.4573 1.8655  -0.825
C 1.1965 -4.3040 1.2154  -0.756
H 3.5971 -2.9444 -1.7933  0.615
H 2.0149 -3.4617 -1.3005  0.091
H 1.8032 -2.4449 -3.4185  0.942
H 2.6383 -0.9749 -2.9162  0.121
H -1.9374 -1.6031 -3.9254  0.519
H -3.3539 -3.5808 -4.1595  0.488
H -3.0615 -5.5209 -2.6526  0.441
H -1.3548 -5.4275 -0.8517  0.567
H 0.0088 -3.4415 -0.5814  -0.625
H -1.7905 0.8337 -2.6368  0.654
H -2.4713 2.1665 -4.5727  0.532
H -1.1590 2.0630 -6.6733  0.438
H 0.8459 0.6241 -6.7981  0.461
H 1.5528 -0.6884 -4.8690  0.423
H 3.4033 -0.9069 -0.2359  0.424
H 3.5987 -2.5100 0.4825  0.859
H -0.0495 -0.2071 2.8683  -0.279
H 0.3472 1.0814 4.8776  0.473
H 2.6840 1.4945 5.6567  0.475
H 4.5704 0.5836 4.3445  0.521
H 4.1606 -0.7422 2.3346  0.474
H -0.1166 -2.0356 3.3677  0.564
H -0.8374 -4.0716 4.4783  0.503
H -0.2557 -6.2855 3.5424  0.448
H 1.0684 -6.4205 1.4563  0.517
H 1.7842 -4.4136 0.3213  0.249
Cl 4.3932 1.2826 -3.6825  -0.198
C 4.2281 2.0173 -2.1448  1.115
C 5.2298 2.8776 -1.6521  -0.550
C 5.0907 3.4874 -0.4363  0.653
Cl 6.3314 4.5267 0.1405  -0.218
C 3.9357 3.2621 0.3662  0.235
C 3.6745 3.8706 1.6052  -1.207
C 2.5117 3.5605 2.2734  -1.538
C 1.6251 2.6340 1.7281  0.007
N 1.8307 2.0476 0.5586  0.617
C 2.9671 2.3695 -0.1265  -0.109
C 3.1014 1.7600 -1.3988  -1.157
O 2.0987 0.9862 -1.8087  -0.212
H 6.1128 3.0543 -2.2501  0.506
H 4.3848 4.5739 2.0181  0.532
H 2.2753 4.0128 3.2256  0.629
H 0.7285 2.3513 2.2624  0.191
C -2.5325 2.1081 4.8051  -0.813
C -1.9387 3.0382 3.9667  -1.012
C -1.5808 2.6836 2.6717  -0.923
C -1.8040 1.3889 2.2087  0.687
C -2.4320 0.4684 3.0455  -0.272
C -2.7845 0.8233 4.3384  -0.801
As -1.3369 0.9198 0.3657  2.442
C -1.7499 2.5868 -0.5190  0.768
C -2.9403 3.2350 -0.1882  -0.731
C -3.2453 4.4552 -0.7689  -0.922
C -2.3585 5.0387 -1.6656  -0.792
C -1.1698 4.4004 -1.9863  -0.939
C -0.8634 3.1735 -1.4151  -0.822
C -2.7054 -0.3679 -0.0472  0.587
C -2.5935 -1.6509 0.4779  0.581
C -3.6275 -2.5570 0.3138  -1.000
C -4.7631 -2.1916 -0.3972  -0.966
C -4.8641 -0.9220 -0.9454  -0.908
C -3.8393 -0.0036 -0.7653  -0.993
H -2.8209 2.3872 5.8096  0.449
H -1.7713 4.0509 4.3091  0.474
H -1.1748 3.4433 2.0096  0.546
H -2.6628 -0.5298 2.6971  0.457
H -3.2768 0.1009 4.9760  0.476
H -3.6248 2.7955 0.5280  0.592
H -4.1713 4.9535 -0.5158  0.465
H -2.5956 5.9953 -2.1114  0.464
H -0.4790 4.8533 -2.6851  0.525
H 0.0596 2.6765 -1.6921  0.376
H -1.6964 -1.9456 1.0146  0.058
H -3.5440 -3.5510 0.7327  0.509
H -5.5688 -2.9016 -0.5283  0.446
H -5.7457 -0.6395 -1.5051  0.474
H -3.9346 0.9914 -1.1825  0.421



DFT (wB97M-V/def2-TZVPD) results for a structure of composition C54H46BiN5OP2SSbSe4.

Computed properties:
**Energy**: -369419.3678 eV
**Multiplicity**: 1
**Frontier orbital gap (alpha / beta)**: 5.55 / 5.70 eV
**Net charge**: -1

Each line ends with the Mulliken charge.
Positions of all 115 atoms, in Å:
Bi 2.0671 0.2285 1.1963  0.808
C 3.2006 2.2834 5.2315  -1.813
C 2.5340 1.7300 4.0144  -0.700
N 3.1826 1.2389 3.0379  1.318
N 4.5514 1.2232 3.0746  -1.518
C 5.0661 1.4366 1.8991  0.381
N 6.4278 1.3735 1.8122  -0.479
S 4.1848 1.8794 0.4636  -0.465
C 1.0466 1.7963 3.8528  3.204
C 0.5669 3.2179 3.9768  -1.421
C -0.7765 3.5366 3.9744  -0.593
C -1.8440 2.6786 3.7337  -1.665
C -1.8143 1.3336 3.1017  -0.535
N 0.5590 1.1274 2.6197  -0.726
H 3.5901 1.4526 5.8274  0.151
H 4.0541 2.9002 4.9534  0.506
H 2.4973 2.8536 5.8370  0.504
H 6.8886 0.8769 2.5584  0.256
H 6.8010 1.2698 0.8858  0.240
H 1.2919 4.0141 4.1114  0.526
H -1.0346 4.5626 4.2194  0.414
H -2.8312 3.0848 3.9225  0.568
H -2.7449 0.7909 3.2720  1.143
C -7.2634 -0.2863 -1.9055  -2.298
C -6.0162 -0.6878 -1.1175  2.230
C -6.3715 -1.8716 -0.1908  -1.779
C -5.5056 0.4562 -0.2467  0.770
C -6.3519 1.3873 0.3472  -0.305
C -5.8576 2.3309 1.2384  -1.505
C -4.4974 2.3701 1.5112  0.231
C -3.6048 1.4948 0.9005  -0.137
P -1.7543 1.4577 1.1912  1.819
C -0.5525 0.4855 3.3895  1.461
C 0.1652 0.8391 4.7149  0.147
C 0.8632 -0.3028 5.3707  -1.699
C 0.7341 -1.5543 4.9406  -0.829
C -0.1153 -1.9012 3.7921  -0.776
C -0.7587 -0.9678 3.0933  -0.905
C -1.3055 3.1820 0.6914  1.268
C -2.2000 4.1294 0.1881  -1.048
C -1.7572 5.3638 -0.2752  -0.788
C -0.4061 5.6719 -0.2768  -0.729
C 0.5023 4.7242 0.1755  -0.837
C 0.0541 3.5039 0.6551  -0.325
C -4.1545 0.5298 0.0678  -1.232
O -3.2676 -0.3747 -0.4522  -0.205
C -3.5740 -1.0423 -1.5977  -0.390
C -2.4810 -1.5749 -2.2875  0.091
C -2.7426 -2.1982 -3.4996  -0.420
C -4.0397 -2.2854 -3.9919  -1.611
C -5.0986 -1.7712 -3.2616  -0.155
C -4.8870 -1.1424 -2.0386  0.158
P -0.8151 -1.4233 -1.4666  1.329
C -0.1713 0.1486 -2.1650  0.694
C -1.0023 1.2551 -2.3333  -0.314
C -0.4852 2.4720 -2.7539  -0.505
C 0.8730 2.6072 -3.0024  -0.767
C 1.7151 1.5209 -2.8099  -0.447
C 1.1984 0.3029 -2.3886  -0.691
C 0.1008 -2.7065 -2.4058  0.625
C 0.4558 -2.6268 -3.7538  -0.441
C 1.0138 -3.7166 -4.4009  -0.804
C 1.2516 -4.8967 -3.7033  -0.477
C 0.9359 -4.9773 -2.3570  -0.693
C 0.3544 -3.8884 -1.7158  -0.668
H -8.0704 0.0075 -1.2355  0.482
H -7.6366 -1.1267 -2.4909  0.515
H -7.0513 0.5441 -2.5819  0.414
H -7.1708 -1.5863 0.4981  0.381
H -5.5025 -2.1688 0.3988  0.431
H -6.6971 -2.7325 -0.7799  0.395
H -7.4112 1.3755 0.1302  0.275
H -6.5302 3.0370 1.7097  0.400
H -4.1178 3.1194 2.1933  0.457
H -0.4458 1.3837 5.4384  0.442
H 1.4468 -0.0914 6.2623  0.744
H 1.2299 -2.3691 5.4525  0.848
H -0.1993 -2.9519 3.5437  0.378
H -1.3941 -1.2210 2.2474  -0.073
H -3.2543 3.9094 0.1251  0.376
H -2.4792 6.0841 -0.6428  0.389
H -0.0628 6.6361 -0.6322  0.361
H 1.5667 4.9254 0.1591  0.491
H 0.7819 2.7865 1.0127  0.074
H -1.9322 -2.6477 -4.0577  0.467
H -4.2267 -2.7802 -4.9368  0.393
H -6.1026 -1.8678 -3.6523  0.276
H -2.0641 1.1728 -2.1343  0.101
H -1.1468 3.3202 -2.8785  0.341
H 1.2740 3.5573 -3.3326  0.359
H 2.7821 1.6215 -2.9683  0.456
H 1.8725 -0.5337 -2.2264  0.607
H 0.2926 -1.7037 -4.2982  0.528
H 1.2653 -3.6496 -5.4512  0.461
H 1.6916 -5.7459 -4.2115  0.397
H 1.1479 -5.8784 -1.7955  0.434
H 0.1021 -3.9570 -0.6626  0.475
Se 2.3270 -4.9999 4.1800  -0.653
Sb 4.0877 -3.4152 3.8005  0.217
Se 3.8897 -1.5978 5.7569  -0.110
Se 3.3432 -1.9785 1.6807  -0.357
Se 4.6844 -2.9627 7.3442  -0.364
N 4.5667 -1.0164 -1.3975  -0.271
C 5.0370 -1.5879 -2.2771  -0.241
C 5.6285 -2.3010 -3.3832  0.714
C 6.2539 -3.5254 -3.1665  -0.461
C 6.8520 -4.1862 -4.2272  -0.520
C 6.8193 -3.6332 -5.5002  -0.349
C 6.1818 -2.4179 -5.7170  -0.555
C 5.5888 -1.7472 -4.6605  -0.410
H 6.2591 -3.9498 -2.1717  0.503
H 7.3462 -5.1346 -4.0593  0.390
H 7.2945 -4.1487 -6.3250  0.382
H 6.1470 -1.9928 -6.7122  0.390
H 5.0907 -0.7998 -4.8127  0.474